(1)
{"formula": "C39H30F4O7", "method": "wB97M-V/def2-TZVPD", "charge": 0, "symbols": ["C", "C", "C", "C", "F", "C", "C", "C", "C", "C", "O", "C", "F", "F", "F", "C", "O", "O", "H", "H", "H", "H", "H", "H", "H", "H", "H", "H", "H", "H", "H", "H", "O", "C", "C", "C", "C", "C", "C", "C", "C", "O", "C", "C", "C", "C", "C", "C", "H", "H", "H", "H", "H", "H", "H", "H", "O", "C", "C", "C", "C", "C", "C", "C", "C", "O", "C", "C", "C", "C", "C", "C", "H", "H", "H", "H", "H", "H", "H", "H"], "coordinates": [[-3.06, -7.37, -0.35], [-2.56, -6.12, -0.22], [-1.22, -5.76, 0.42], [-1.08, -5.78, 1.96], [-1.31, -4.51, 2.46], [-1.98, -6.74, 2.71], [-1.33, -7.21, 4.03], [-0.79, -4.41, -0.19], [0.74, -4.47, -0.31], [1.58, -3.88, 0.83], [0.88, -2.85, 1.56], [0.98, -1.61, 1.10], [-0.19, -1.00, 1.23], [1.88, -0.88, 1.79], [1.34, -1.54, -0.19], [0.95, -6.00, -0.23], [2.00, -6.58, -0.22], [-0.24, -6.65, -0.16], [-3.32, -7.77, -1.32], [-3.19, -8.02, 0.50], [-3.11, -5.28, -0.64], [-0.04, -6.06, 2.19], [-2.23, -7.60, 2.11], [-2.89, -6.18, 2.97], [-2.05, -7.29, 4.83], [-0.57, -6.50, 4.35], [-0.82, -8.16, 3.89], [-1.18, -3.54, 0.34], [-1.23, -4.33, -1.18], [1.09, -4.25, -1.32], [2.55, -3.53, 0.47], [1.78, -4.65, 1.57], [-1.83, 3.48, -5.71], [-1.76, 2.41, -5.15], [-0.76, 2.16, -4.07], [0.08, 3.19, -3.68], [0.99, 2.98, -2.65], [1.05, 1.75, -2.01], [0.22, 0.72, -2.41], [-0.69, 0.91, -3.44], [-1.56, -0.22, -3.85], [-1.46, -1.31, -3.34], [-2.57, 0.04, -4.92], [-3.43, -0.99, -5.30], [-4.39, -0.76, -6.27], [-4.51, 0.49, -6.86], [-3.65, 1.51, -6.49], [-2.68, 1.29, -5.52], [0.02, 4.14, -4.18], [1.65, 3.79, -2.35], [1.75, 1.59, -1.21], [0.26, -0.24, -1.92], [-3.33, -1.96, -4.83], [-5.06, -1.56, -6.56], [-5.27, 0.67, -7.61], [-3.73, 2.49, -6.95], [2.99, 5.22, 5.57], [2.76, 5.49, 4.41], [2.68, 4.43, 3.37], [2.85, 3.10, 3.74], [2.74, 2.11, 2.79], [2.47, 2.43, 1.46], [2.31, 3.75, 1.08], [2.42, 4.76, 2.03], [2.27, 6.17, 1.60], [2.10, 6.46, 0.43], [2.33, 7.23, 2.65], [2.15, 8.56, 2.28], [2.18, 9.56, 3.24], [2.37, 9.23, 4.58], [2.56, 7.91, 4.95], [2.54, 6.91, 3.99], [3.05, 2.86, 4.77], [2.87, 1.07, 3.07], [2.38, 1.64, 0.73], [2.10, 4.01, 0.06], [1.99, 8.80, 1.23], [2.04, 10.59, 2.95], [2.38, 10.01, 5.33], [2.72, 7.64, 5.99]], "mulliken_charge": [-0.912, -0.739, 1.796, -0.199, -0.416, -0.062, -1.340, -1.834, 0.646, -1.209, -0.243, 0.889, -0.280, -0.274, -0.300, -0.089, -0.581, -0.404, 0.275, 0.280, 0.420, 0.438, 0.007, 0.397, 0.365, 0.313, 0.363, 0.608, 0.634, 0.587, 0.358, 0.514, -0.667, 0.600, 0.354, -0.718, -0.775, -0.078, -0.850, 0.081, 0.508, -0.703, 0.158, -0.531, -0.515, -0.484, -0.549, 0.205, 0.485, 0.502, 0.503, 0.757, 0.484, 0.403, 0.396, 0.474, -0.658, 0.618, 0.318, -0.646, -0.778, -0.120, -0.606, 0.242, 0.539, -0.663, 0.098, -0.540, -0.480, -0.478, -0.538, 0.123, 0.472, 0.454, 0.290, 0.559, 0.476, 0.398, 0.400, 0.473]}

---

(2)
{"formula": "C39H30N3NiO4P", "method": "wB97M-V/def2-TZVPD", "charge": 0, "symbols": ["Ni", "O", "C", "O", "C", "C", "C", "C", "C", "C", "P", "C", "C", "C", "C", "C", "C", "C", "C", "C", "C", "C", "C", "H", "H", "H", "H", "H", "H", "H", "H", "H", "H", "H", "H", "H", "H", "C", "C", "C", "N", "C", "C", "H", "H", "H", "H", "H", "O", "C", "N", "C", "C", "O", "N", "C", "C", "C", "C", "C", "C", "C", "C", "C", "C", "C", "C", "H", "H", "H", "H", "H", "H", "H", "H", "H", "H", "H"], "coordinates": [[-0.01, -0.45, 0.12], [0.61, -2.09, 3.72], [0.93, -1.52, 2.70], [0.15, -1.46, 1.66], [2.30, -0.86, 2.63], [2.95, -0.65, 3.84], [4.21, -0.08, 3.88], [4.85, 0.27, 2.69], [4.21, 0.06, 1.48], [2.94, -0.50, 1.44], [2.10, -0.80, -0.14], [3.03, 0.18, -1.34], [3.90, -0.41, -2.26], [4.63, 0.40, -3.13], [4.48, 1.78, -3.09], [3.61, 2.36, -2.18], [2.88, 1.56, -1.31], [2.43, -2.54, -0.54], [3.38, -3.29, 0.14], [3.60, -4.61, -0.21], [2.88, -5.19, -1.24], [1.92, -4.44, -1.92], [1.69, -3.12, -1.57], [2.45, -0.96, 4.75], [4.71, 0.08, 4.83], [5.84, 0.72, 2.71], [4.71, 0.33, 0.56], [4.02, -1.48, -2.29], [5.30, -0.06, -3.84], [5.04, 2.40, -3.78], [3.49, 3.43, -2.15], [2.21, 2.02, -0.60], [3.94, -2.84, 0.96], [4.34, -5.19, 0.33], [3.05, -6.22, -1.51], [1.35, -4.89, -2.72], [0.94, -2.54, -2.10], [-4.68, -0.22, 0.96], [-3.76, -0.10, 1.99], [-2.41, -0.19, 1.70], [-1.96, -0.35, 0.45], [-2.85, -0.47, -0.55], [-4.21, -0.42, -0.33], [-5.74, -0.16, 1.15], [-4.08, 0.04, 3.01], [-1.66, -0.14, 2.47], [-2.44, -0.63, -1.54], [-4.88, -0.52, -1.17], [-0.15, 2.64, -0.33], [-0.33, 1.98, -1.34], [-0.67, 2.46, -2.57], [-0.76, 1.41, -3.57], [-0.37, 0.19, -2.70], [-0.29, -0.95, -3.12], [-0.20, 0.60, -1.43], [-2.19, 1.16, -4.04], [-3.27, 1.77, -3.41], [-4.57, 1.47, -3.82], [-4.79, 0.56, -4.84], [-3.71, -0.06, -5.45], [-2.42, 0.24, -5.06], [0.20, 1.66, -4.73], [1.44, 1.05, -4.81], [2.30, 1.35, -5.86], [1.93, 2.27, -6.83], [0.69, 2.89, -6.75], [-0.17, 2.58, -5.71], [-0.62, 3.44, -2.79], [-3.10, 2.47, -2.61], [-5.40, 1.96, -3.33], [-5.80, 0.33, -5.15], [-3.88, -0.77, -6.25], [-1.58, -0.25, -5.53], [1.74, 0.32, -4.06], [3.26, 0.86, -5.91], [2.60, 2.50, -7.64], [0.39, 3.60, -7.50], [-1.15, 3.04, -5.66]], "mulliken_charge": [-0.076, -0.736, 0.092, -0.643, 0.608, -0.819, -0.631, -0.702, -0.719, 0.208, 2.013, 0.562, -0.406, -0.899, -0.599, -0.791, -0.302, 0.059, -0.497, -0.718, -0.559, -0.857, -0.229, 0.534, 0.402, 0.442, 0.446, 0.471, 0.441, 0.396, 0.447, 0.517, 0.433, 0.423, 0.381, 0.475, 0.479, -0.234, -0.726, -0.137, 0.151, -0.079, -0.939, 0.391, 0.415, 0.348, 0.553, 0.501, -0.735, -0.662, -0.039, 4.665, -1.614, -0.848, 1.583, -0.688, -0.410, -0.897, -0.455, -0.928, -0.280, -0.337, -0.238, -1.004, -0.515, -0.940, -0.233, 0.270, 0.446, 0.453, 0.414, 0.419, 0.526, 0.404, 0.500, 0.408, 0.400, 0.446]}

---

(3)
{"formula": "C39H31ClLuN3O5P", "method": "wB97M-V/def2-TZVPD", "charge": 1, "symbols": ["Lu", "O", "C", "N", "C", "O", "C", "C", "C", "C", "C", "N", "C", "C", "C", "C", "C", "N", "H", "H", "H", "H", "H", "H", "H", "H", "Cl", "C", "C", "C", "C", "C", "C", "P", "C", "C", "C", "C", "C", "C", "C", "C", "C", "C", "C", "C", "H", "H", "H", "H", "H", "H", "H", "H", "H", "H", "H", "H", "H", "H", "C", "O", "C", "C", "C", "C", "C", "C", "O", "C", "O", "C", "H", "H", "H", "H", "H", "H", "H", "H", "H"], "coordinates": [[-0.12, -0.34, -0.41], [-0.06, 2.25, 3.12], [0.12, 1.52, 2.17], [-0.79, 1.09, 1.24], [-2.11, 1.41, 1.42], [-2.60, 2.22, 2.17], [-3.05, 0.62, 0.51], [-4.42, 0.77, 0.66], [-5.25, 0.04, -0.17], [-4.70, -0.77, -1.15], [-3.32, -0.86, -1.24], [-2.51, -0.18, -0.41], [1.54, 0.99, 1.96], [2.53, 1.36, 2.86], [3.80, 0.85, 2.71], [4.06, -0.03, 1.67], [3.03, -0.35, 0.81], [1.79, 0.16, 0.94], [-4.78, 1.44, 1.42], [-6.33, 0.13, -0.07], [-5.32, -1.34, -1.83], [-2.85, -1.47, -2.00], [2.26, 2.04, 3.66], [4.59, 1.12, 3.40], [5.03, -0.47, 1.52], [3.19, -1.03, -0.02], [2.01, 0.11, -2.33], [1.66, 1.32, -3.59], [2.62, 1.41, -4.59], [2.42, 2.32, -5.61], [1.29, 3.13, -5.62], [0.35, 3.01, -4.61], [0.51, 2.10, -3.56], [-0.72, 1.96, -2.22], [-2.28, 1.70, -3.11], [-2.30, 0.88, -4.24], [-3.50, 0.55, -4.84], [-4.69, 1.02, -4.32], [-4.68, 1.82, -3.19], [-3.48, 2.16, -2.58], [-0.79, 3.64, -1.53], [-1.58, 4.65, -2.09], [-1.56, 5.92, -1.54], [-0.75, 6.20, -0.45], [0.04, 5.21, 0.10], [0.02, 3.93, -0.44], [3.49, 0.77, -4.57], [3.16, 2.41, -6.40], [1.14, 3.84, -6.41], [-0.53, 3.64, -4.63], [-1.37, 0.50, -4.66], [-3.50, -0.08, -5.72], [-5.63, 0.76, -4.80], [-5.61, 2.20, -2.78], [-3.50, 2.78, -1.69], [-2.22, 4.45, -2.93], [-2.17, 6.70, -1.97], [-0.75, 7.20, -0.02], [0.66, 5.41, 0.96], [0.65, 3.16, 0.00], [-3.20, -6.83, -3.59], [-2.38, -5.66, -3.61], [-2.15, -5.01, -2.46], [-2.69, -5.40, -1.22], [-2.38, -4.66, -0.11], [-1.54, -3.53, -0.16], [-1.20, -2.86, 1.07], [-1.78, -3.30, 2.38], [-0.41, -1.89, 1.11], [-1.02, -3.14, -1.43], [-0.28, -2.06, -1.57], [-1.33, -3.90, -2.56], [-3.24, -7.18, -4.61], [-4.21, -6.58, -3.25], [-2.77, -7.60, -2.95], [-3.33, -6.26, -1.14], [-2.79, -4.98, 0.83], [-2.87, -3.31, 2.34], [-1.44, -2.63, 3.16], [-1.47, -4.32, 2.62], [-0.93, -3.61, -3.52]], "mulliken_charge": [1.468, -0.642, -0.076, 0.348, -0.137, -0.662, 0.365, -0.648, -0.594, -1.072, -0.470, 0.751, 0.470, -0.792, -0.310, -0.942, -0.248, 0.229, 0.625, 0.489, 0.535, 0.559, 0.586, 0.457, 0.436, 0.457, -0.140, 1.198, -0.757, -0.470, -0.900, -0.242, -0.276, 1.584, 0.851, -1.020, -0.718, -0.693, -1.011, -0.663, 0.757, -0.292, -0.799, -0.681, -0.646, -0.530, 0.500, 0.410, 0.436, 0.360, 0.427, 0.472, 0.440, 0.493, 0.608, 0.425, 0.445, 0.407, 0.453, 0.157, -0.898, -0.437, 0.847, -1.014, -1.310, 0.581, 1.445, -1.910, -0.703, -0.060, -0.662, -0.273, 0.268, 0.356, 0.364, 0.449, 0.397, 0.454, 0.381, 0.445, 0.514]}

---

Number 1: electronic energy -66131.670 eV. Number 2: electronic energy -103926.427 eV. Number 3: electronic energy -111087.009 eV.